(1)
C6H6AsN4O2ReS6 as an isolated structure in a non-equilibrium geometry. Source: the OMol25 dataset; level of theory: ωB97M-V with the def2-TZVPD basis set.

Output
- E (Ha) = -5304.29978
- E_LUMO (eV) = -9.05
- Kohn-Sham gap (eV) = 5.906
- energy above the lowest of the compared OMol25 structures with the same formula, charge and spin (eV) = 0.5554

Structure (ORCA input):
```
! wB97M-V def2-TZVPD RIJCOSX def2/J DEFGRID3
* xyz 2 1
Re 0.542 -0.237 -0.486
S 2.545 0.079 -1.256
C 2.391 1.217 -2.612
C 3.450 1.132 -3.599
N 4.263 1.046 -4.404
C 1.336 2.036 -2.557
S 0.130 1.799 -1.250
C 1.036 3.088 -3.524
N 0.626 3.770 -4.357
C -1.847 -0.315 4.257
O -1.633 0.337 2.972
C -0.811 -0.069 2.104
O -0.773 0.546 0.942
N 0.243 -0.973 2.439
N 1.228 -1.097 1.462
H -2.851 0.008 4.545
H -1.052 -0.136 4.895
H -1.767 -1.372 4.129
H 0.080 -1.704 3.142
H 1.357 -2.110 1.294
H 2.175 -0.838 1.794
S -2.663 0.020 -2.966
As -3.245 -0.818 -1.071
S 0.123 -1.659 -2.183
S -1.173 -1.994 -0.645
S -3.708 -1.757 -3.064
*
```

natural (NBO) atomic charge list, values in e, 4 entries:
1. Re 0.448
2. S 0.349
3. C -0.246
4. C 0.182

=====

(2)
C53H116AsF6N5 as an isolated structure in a non-equilibrium geometry. Source: the OMol25 dataset; level of theory: ωB97M-V with the def2-TZVPD basis set.

Output
- E (Ha) = -5195.14487
- E_LUMO (eV) = -9.81
- Kohn-Sham gap (eV) = 0.574

Structure (ORCA input):
```
! wB97M-V def2-TZVPD RIJCOSX def2/J DEFGRID3
* xyz 4 1
C 4.471 11.338 2.134
C 5.604 10.445 1.703
C 5.656 9.090 2.472
N 6.601 8.021 2.017
C 6.608 7.739 0.361
C 5.300 7.139 -0.010
C 5.169 5.583 0.732
C 5.253 6.029 2.654
C 6.515 6.506 2.483
C 7.948 8.642 2.388
H 3.570 10.872 2.139
H 4.465 12.093 1.359
H 4.545 11.806 3.084
H 6.430 11.084 1.778
H 5.467 10.286 0.643
H 4.772 8.528 2.282
H 5.588 9.035 3.559
H 6.943 8.659 -0.063
H 7.175 6.869 0.136
H 4.403 7.836 -0.065
H 5.141 6.994 -1.078
H 4.164 4.325 0.346
H 6.141 5.046 0.736
H 4.451 6.666 3.064
H 4.725 5.158 2.797
H 6.705 7.074 4.322
H 7.420 5.918 2.109
H 8.037 9.597 1.936
H 8.759 8.107 1.953
H 8.073 8.810 3.465
C -5.132 6.445 -8.648
C -4.778 7.168 -7.315
C -3.886 6.464 -6.318
C -4.353 5.098 -5.797
N -3.491 4.475 -4.684
C -4.049 3.192 -4.214
C -3.441 2.851 -2.802
C -3.046 4.287 -2.285
C -3.340 5.318 -3.426
C -2.053 4.178 -5.061
C -1.968 3.563 -6.420
C -0.529 3.226 -6.769
H -5.921 5.687 -8.481
H -4.249 6.007 -9.110
H -5.456 7.250 -9.343
H -5.787 7.396 -6.843
H -4.367 8.108 -7.544
H -3.770 7.090 -5.421
H -2.936 6.313 -6.760
H -4.442 4.302 -6.546
H -5.303 5.165 -5.234
H -3.763 2.436 -4.957
H -5.118 3.234 -4.147
H -2.572 2.191 -2.946
H -4.156 2.273 -2.199
H -1.956 4.253 -2.119
H -3.463 4.507 -1.278
H -2.521 6.015 -3.601
H -4.306 5.830 -3.208
H -1.573 3.545 -4.342
H -1.475 5.100 -5.091
H -2.437 4.206 -7.123
H -2.527 2.639 -6.392
H -0.512 2.635 -7.691
H -0.032 2.613 -6.037
H 0.013 4.167 -6.977
C 9.256 -9.217 -5.190
C 10.317 -9.810 -5.903
C 8.492 -8.285 -4.479
C 6.939 -8.386 -4.187
N 6.492 -7.357 -3.179
C 4.999 -7.688 -2.640
C 4.721 -6.341 -1.955
C 5.328 -5.249 -2.854
C 6.254 -6.002 -3.819
C 7.356 -7.266 -2.035
C 7.395 -8.410 -1.037
C 8.255 -8.096 -0.017
H -7.088 6.071 -12.956
H 10.432 -9.615 -6.897
H 8.743 -10.191 -5.576
H 10.798 -10.629 -5.370
H -4.496 -16.854 -3.953
H 8.955 -7.335 -4.903
H 9.317 -8.086 -3.720
H 6.514 -9.231 -3.740
H 6.354 -8.195 -5.098
H 4.952 -8.587 -2.084
H 4.433 -7.785 -3.568
H 5.046 -6.280 -0.928
H 3.646 -6.428 -1.988
H 5.855 -4.458 -2.232
H 4.600 -4.693 -3.446
H 7.227 -5.522 -3.772
H 5.862 -5.999 -4.896
H 7.143 -6.244 -1.722
H 8.297 -7.077 -2.575
H 4.420 -17.665 10.480
H 6.823 -9.294 -1.195
H 9.087 -7.449 0.041
H 8.260 -8.854 0.782
H 8.033 -6.749 3.473
C -5.696 -0.829 0.930
C -4.894 -1.983 0.324
C -5.264 -2.405 -1.092
C -6.678 -3.144 -0.963
N -7.547 -3.437 -2.150
C -8.663 -4.279 -1.683
C -9.247 -4.831 -2.964
C -8.017 -5.089 -3.843
C -6.855 -4.310 -3.114
C -8.203 -2.246 -2.817
C -9.418 -1.598 -2.218
C -9.899 -0.343 -2.977
H -6.036 -0.072 0.157
H -5.132 -0.212 1.742
H -6.584 -1.272 1.429
H -4.902 -2.860 0.998
H -3.810 -1.598 0.275
H -4.571 -3.092 -1.569
H -5.363 -1.550 -1.788
H -7.352 -2.696 -0.267
H -6.404 -4.156 -0.659
H -9.345 -3.709 -1.023
H -8.173 -5.028 -1.054
H -9.973 -4.104 -3.306
H -9.774 -5.808 -2.849
H -8.115 -4.734 -4.888
H -7.813 -6.157 -3.835
H -6.268 -3.717 -3.765
H -6.187 -5.010 -2.539
H -8.433 -2.397 -3.852
H -7.447 -1.410 -2.799
H -9.131 -1.414 -1.225
H -10.281 -2.270 -2.114
H -10.140 -0.653 -3.994
H -9.111 0.400 -3.087
H -10.832 0.067 -2.531
C 2.228 1.304 10.394
C 0.775 1.733 9.830
C -0.166 0.562 9.505
C 0.443 -0.283 8.451
N -0.457 -1.538 8.060
C 0.205 -2.347 6.973
C -0.424 -1.863 5.728
C -1.883 -1.679 6.119
C -1.761 -0.949 7.513
C -0.838 -2.432 9.223
C 0.332 -2.939 10.015
C -0.126 -4.066 10.990
H 2.139 0.354 10.946
H 2.749 2.147 10.992
H 2.973 1.124 9.612
H 0.846 2.480 8.992
H 0.367 2.284 10.675
H -1.052 1.060 9.129
H -0.394 0.061 10.395
H 1.425 -0.674 8.714
H 0.580 0.249 7.553
H -0.017 -3.354 7.182
H 1.302 -2.130 7.085
H -0.218 -2.519 4.849
H -0.097 -0.887 5.486
H -2.449 -2.620 6.202
H -2.298 -1.055 5.314
H -2.625 -1.098 8.196
H -1.549 0.153 7.393
H -1.346 -3.288 8.696
H -1.513 -1.883 9.874
H 0.756 -2.041 10.542
H 1.062 -3.350 9.322
H 0.751 -4.369 11.537
H -0.702 -4.897 10.640
H -0.782 -3.631 11.787
As -1.853 0.696 0.054
F -1.199 -0.878 -0.133
F -0.992 1.148 -1.435
F -2.631 2.259 0.148
F -2.684 0.182 1.493
F -0.537 1.441 0.939
F -3.209 0.207 -1.041
*
```

Löwdin atomic charge list, values in e, 4 entries:
1. C -0.074
2. C -0.196
3. C -0.138
4. N -0.216

=====

(3)
C32H43CdN3O as an isolated structure in a non-equilibrium geometry. Source: the OMol25 dataset; level of theory: ωB97M-V with the def2-TZVPD basis set.

Output
- E (Ha) = -1652.16961
- E_LUMO (eV) = 4.31
- Kohn-Sham gap (eV) = 1.566

Structure (ORCA input):
```
! wB97M-V def2-TZVPD RIJCOSX def2/J DEFGRID3
* xyz -2 1
Cd 0.331 -0.433 1.055
N -0.492 -2.475 2.788
N 0.204 -2.531 -0.619
C 2.062 1.672 0.425
C 2.917 0.571 0.733
C 2.595 0.116 2.044
C 3.172 -1.064 2.742
H 3.704 -1.717 2.036
H 2.385 -1.660 3.230
H 3.890 -0.763 3.518
C 1.527 0.930 2.554
C 0.964 0.827 3.928
H 1.575 1.386 4.654
H 0.938 -0.219 4.259
H -0.058 1.227 3.967
C 1.226 1.920 1.555
C 0.251 3.030 1.674
H -0.561 2.798 2.379
H -0.195 3.274 0.699
H 0.752 3.941 2.033
C 3.803 -0.175 -0.196
H 4.801 -0.320 0.242
H 3.922 0.345 -1.154
H 3.396 -1.180 -0.406
C 1.896 2.337 -0.894
H 0.828 2.415 -1.163
H 2.387 1.774 -1.698
H 2.310 3.355 -0.890
C -1.345 -2.847 3.756
H -1.430 -2.182 4.626
C -2.125 -4.009 3.666
H -2.850 -4.231 4.446
C -1.940 -4.866 2.581
H -2.500 -5.798 2.491
C -1.013 -4.520 1.598
H -0.807 -5.135 0.721
C -0.328 -3.287 1.712
C 0.592 -2.764 0.714
H 1.670 -2.875 0.883
C 0.131 -1.225 -1.035
C 0.067 -3.412 -1.693
H 0.062 -4.470 -1.544
C -0.041 -2.651 -2.790
H -0.202 -2.954 -3.805
N 0.061 -1.305 -2.392
C 0.152 -0.182 -3.303
C 1.384 0.187 -3.881
C 1.455 1.333 -4.680
H 2.411 1.600 -5.145
C 0.342 2.148 -4.898
C 0.399 3.353 -5.793
H 0.356 4.292 -5.224
H -0.458 3.347 -6.479
H 1.319 3.348 -6.387
C -0.845 1.823 -4.240
H -1.713 2.485 -4.339
C -0.955 0.666 -3.470
C -2.258 0.340 -2.822
H -2.702 -0.597 -3.183
H -2.963 1.150 -3.037
H -2.151 0.277 -1.733
C 2.631 -0.614 -3.671
H 2.772 -1.362 -4.466
H 2.646 -1.131 -2.706
H 3.496 0.064 -3.709
C -3.459 1.928 0.567
C -2.398 0.842 0.582
O -1.764 0.631 1.854
C -2.569 0.188 2.980
C -3.102 1.355 3.784
H -3.739 2.159 -0.471
H -3.082 2.865 1.002
H -4.375 1.591 1.068
H -1.576 1.151 -0.089
H -2.794 -0.122 0.230
H -3.363 -0.465 2.613
H -1.880 -0.416 3.584
H -3.823 1.945 3.209
H -3.629 0.976 4.657
H -2.300 1.995 4.166
*
```

Löwdin atomic charge list, values in e, 4 entries:
1. Cd 1.471
2. N 0.056
3. N -0.158
4. C -0.289

=====

(4)
C35H33ClN4PtS2Si2 as an isolated structure in a non-equilibrium geometry. Source: the OMol25 dataset; level of theory: ωB97M-V with the def2-TZVPD basis set.

Output
- E (Ha) = -3527.29417
- expectation value of S² = 2.05
- E_LUMO (alpha / beta) (eV) = 0.39 / -0.38
- Kohn-Sham gap (alpha / beta) (eV) = 5.206 / 5.050
- energy above the lowest of the compared OMol25 structures with the same formula, charge and spin (eV) = 0.0000

Structure (ORCA input):
```
! wB97M-V def2-TZVPD RIJCOSX def2/J DEFGRID3
* xyz 0 3
C -2.343 -0.930 4.760
C -2.796 -0.438 3.492
C -2.391 -1.390 2.482
H -3.396 0.454 3.302
C -1.636 -2.432 3.145
C -1.600 -2.128 4.552
H -1.124 -2.740 5.324
H -2.557 -0.461 5.718
H -2.629 -1.369 1.419
H -1.228 -3.322 2.663
Pt -0.536 -0.439 3.241
Si -1.099 -0.555 -2.633
C -0.497 1.065 -3.525
C 0.786 1.224 -4.090
H 1.530 0.423 -4.011
C 1.146 2.396 -4.778
H 2.156 2.506 -5.187
C 0.222 3.430 -4.946
H 0.509 4.363 -5.445
C -1.069 3.265 -4.440
H -1.815 4.056 -4.576
C -1.415 2.105 -3.730
H -2.428 1.997 -3.333
C -0.438 -1.724 -3.975
C -1.003 -1.651 -5.261
H -1.815 -0.940 -5.445
C -0.493 -2.441 -6.299
H -0.960 -2.390 -7.285
C 0.612 -3.278 -6.077
H 0.995 -3.908 -6.883
C 1.224 -3.304 -4.820
H 2.103 -3.928 -4.630
C 0.702 -2.520 -3.783
H 1.234 -2.515 -2.829
H -2.498 -0.456 -2.168
Si 2.208 0.620 -0.805
C 1.286 -1.063 -0.996
C -0.246 -1.177 -1.055
H -0.720 -0.486 -0.349
C -0.857 -2.490 -0.792
H -1.940 -2.619 -0.929
C -0.108 -3.498 -0.244
H -0.583 -4.433 0.058
C 1.271 -3.349 -0.075
H 1.845 -4.167 0.351
C 1.929 -2.167 -0.441
H 2.989 -2.097 -0.181
C 0.766 1.891 -0.794
C -0.436 1.823 -0.058
H -0.626 0.996 0.637
C -1.418 2.810 -0.166
H -2.423 2.643 0.227
C -1.096 4.017 -0.790
H -1.825 4.828 -0.803
C 0.172 4.165 -1.355
H 0.463 5.109 -1.808
C 1.088 3.115 -1.372
H 2.079 3.247 -1.823
H 3.532 0.932 -1.186
Cl 2.498 0.636 1.310
N -1.611 2.759 3.103
C -0.764 2.489 4.088
N -0.169 1.307 4.296
C 0.745 1.319 5.354
C 0.800 2.551 5.985
S -0.260 3.683 5.249
C 1.482 0.110 5.448
C 2.565 -0.330 6.197
S 3.045 -1.905 5.703
C 1.837 -1.904 4.453
N 1.095 -0.799 4.462
N 1.727 -2.896 3.568
H -1.933 3.713 2.982
H -1.802 2.077 2.373
H 1.438 2.756 6.834
H 3.017 0.255 6.989
H 2.408 -3.635 3.609
H 1.074 -2.860 2.794
*
```

Löwdin atomic charge list, values in e, 4 entries:
1. C -0.210
2. C -0.263
3. C -0.267
4. H 0.086